DFT (the ωB97M-V functional and the def2-TZVPD basis) results for C30H42N3O3PPbSSb as an isolated structure in a non-equilibrium geometry.

Last column: Löwdin charge in e.
Positions of all 82 atoms, in Å:
Pb: 0.217522 -0.049958 -1.053861  1.61
C: -3.887850 0.316275 -2.571638  -0.02
C: -2.943270 -0.171299 -1.506766  -0.47
O: -2.280382 0.555728 -0.746862  -0.13
C: -2.900842 -1.561089 -1.710371  -0.03
C: -1.967582 -2.539182 -1.473108  -0.32
C: -2.412032 -3.940296 -1.350215  -0.03
N: -0.630458 -2.281369 -1.530591  -0.08
N: 0.112016 -3.243752 -1.046266  0.07
C: 1.381269 -3.365579 -1.508571  -0.42
O: 1.961090 -2.494640 -2.198329  0.02
C: 2.019257 -4.619272 -0.992346  -0.14
C: 1.157996 -5.732005 -0.706890  -0.03
C: 1.714561 -6.926240 -0.396284  -0.09
C: 3.084450 -7.040030 -0.231595  -0.08
C: 3.924884 -5.972683 -0.468017  -0.06
C: 3.396954 -4.763562 -0.992179  0.00
H: -3.387122 0.486194 -3.542542  0.11
H: -4.322179 1.239356 -2.219959  0.08
H: -4.656561 -0.461522 -2.727324  0.09
H: -3.805323 -1.971800 -2.164551  0.11
H: -2.059393 -4.384505 -0.370769  0.11
H: -1.851593 -4.578778 -2.123424  0.12
H: -3.521024 -3.988513 -1.429878  0.10
H: 0.072739 -5.602057 -0.902064  0.10
H: 1.065142 -7.786898 -0.347920  0.11
H: 3.498143 -7.968306 0.096238  0.10
H: 4.980373 -6.101985 -0.194484  0.11
H: 3.999104 -3.879636 -1.244633  0.12
S: 2.924925 -1.348998 2.611054  1.05
C: 1.221599 -1.563938 2.910688  -0.41
C: 0.388030 -1.079371 1.977557  -0.28
C: 1.128516 -0.397050 0.940326  -0.40
C: 2.465674 -0.477364 1.128826  -0.50
C: 3.396137 0.063869 0.153425  -0.30
C: 4.801102 -0.063613 0.253276  0.00
C: 5.580161 0.508595 -0.752384  -0.05
C: 5.013377 1.152306 -1.837689  -0.04
C: 3.635512 1.287993 -1.810319  -0.10
N: 2.835126 0.787804 -0.832832  0.04
H: 0.983532 -2.108964 3.836864  0.09
H: -0.697641 -1.114123 2.098452  0.07
H: 5.196623 -0.557085 1.156026  0.11
H: 6.647741 0.480010 -0.653098  0.11
H: 5.594053 1.612115 -2.602653  0.10
H: 3.137914 1.837577 -2.579635  0.10
C: -3.274650 -0.187070 2.989715  -0.22
C: -2.665152 0.956066 3.793758  -0.40
Sb: -1.051904 1.828499 2.562541  1.43
C: 0.628208 2.035140 3.992553  -0.42
C: 0.242517 2.410030 5.445181  -0.18
C: -1.559949 3.965784 2.661576  -0.46
C: -3.026983 4.223486 2.543615  -0.22
H: -4.177516 -0.540446 3.476027  0.07
H: -2.569506 -0.984905 2.898176  0.03
H: -3.530606 0.050607 1.938516  0.06
H: -2.105163 0.662883 4.710825  0.05
H: -3.428040 1.696436 3.985687  0.04
H: 1.362429 2.728492 3.553317  0.05
H: 1.060732 1.006559 3.972084  0.02
H: -0.260520 3.400881 5.492178  0.06
H: 1.179857 2.496543 6.014111  0.07
H: -0.398753 1.628615 5.864639  0.05
H: -0.880368 4.422122 1.878372  0.05
H: -1.173048 4.256154 3.635256  0.02
H: -3.523627 3.392798 2.039694  0.04
H: -3.232140 5.119559 1.907255  0.08
H: -3.473253 4.350801 3.533322  0.07
C: 0.241461 4.928594 -2.861514  -0.17
P: -0.464986 3.261509 -3.068559  0.56
C: -0.449360 2.962749 -4.871580  -0.17
C: -2.188670 3.295556 -2.573699  -0.17
O: 0.354587 2.275481 -2.270955  -0.50
H: -0.097285 5.657509 -3.620387  0.07
H: 1.343430 4.832249 -2.799114  0.06
H: -0.060914 5.256947 -1.845381  0.06
H: -1.028697 3.672014 -5.463353  0.06
H: -0.908234 1.982476 -5.064394  0.05
H: 0.610544 2.883699 -5.202256  0.07
H: -2.772821 2.792154 -3.388684  0.05
H: -2.549364 4.340949 -2.566450  0.07
H: -2.384519 2.746725 -1.634758  0.05

Cartesian forces, eV/Å:
Pb 0.7 0.9 -0.5
C -0.9 0.9 0.3
C 0.3 0.0 -1.9
O 0.2 -0.3 -0.2
C 0.1 -2.0 0.6
C 0.1 0.8 0.1
C 0.6 -1.8 -0.2
N 0.5 -0.6 0.7
N -1.9 0.0 -0.2
C 2.4 1.4 -0.3
O -0.9 -1.0 1.0
C -0.9 -0.6 -0.9
C -0.2 2.0 -1.0
C -0.4 -0.8 -0.1
C 0.2 0.3 0.1
C 0.3 0.7 -0.2
C 0.2 -0.1 1.2
H 0.0 -0.1 0.6
H -0.5 0.4 -0.3
H 0.2 0.9 -0.1
H 0.3 0.1 0.5
H -0.5 0.7 -0.9
H -1.1 0.8 0.9
H 0.9 -0.3 0.0
H 1.0 -0.2 0.4
H 0.1 -0.2 0.3
H 0.2 -0.5 0.2
H -0.4 0.3 -0.6
H -0.1 -0.6 0.1
S -1.5 0.9 -1.3
C 0.8 -1.2 1.6
C -0.1 0.5 -0.2
C -0.7 -1.3 1.3
C 0.3 -0.2 0.1
C 1.4 0.8 -0.5
C -0.9 0.2 0.0
C 0.2 -0.4 0.8
C -1.0 -0.1 1.0
C -0.4 -0.5 0.8
N 0.8 -0.3 -1.1
H -0.1 0.4 -0.6
H 0.5 -0.1 -0.3
H 0.1 0.3 -0.8
H 0.4 -0.2 0.0
H 0.3 0.1 -0.4
H -0.4 0.2 -0.3
C -0.2 0.3 -0.2
C 1.2 0.2 -0.5
Sb 0.2 1.0 0.2
C -0.5 -0.9 0.0
C 0.4 0.4 -0.8
C 1.9 -0.6 -0.3
C -0.7 0.8 -0.9
H -0.1 -0.3 0.0
H 0.3 -0.8 0.1
H 0.0 0.4 0.5
H -0.9 0.0 -0.4
H 0.1 0.4 0.4
H -0.3 -0.2 0.1
H 0.0 0.8 0.1
H 0.2 -0.7 0.0
H -0.4 -0.1 0.2
H 0.1 0.3 0.2
H -1.0 -0.3 0.8
H 0.1 0.3 0.0
H -0.3 0.0 0.0
H 0.0 -0.5 0.7
H -0.1 0.0 -0.3
C 0.0 -0.1 0.8
P 0.5 0.6 -0.4
C 0.5 -0.9 0.3
C -1.0 -0.1 -0.9
O -0.1 -0.6 0.0
H 0.3 -0.4 0.4
H -0.6 0.1 -0.4
H 0.0 0.0 -0.6
H 0.3 0.3 0.2
H 0.1 0.1 0.1
H -0.7 0.3 0.1
H 0.4 0.3 0.7
H 0.1 -0.5 0.3
H 0.3 0.5 -0.3

- highest occupied orbital energy (alpha / beta) (eV) = -9.8695 / -9.9046
- total charge = +1

---

DFT (the ωB97M-V functional and the def2-TZVPD basis) results for a 3-piece molecular cluster, C2H10N2O2 overall in a non-equilibrium geometry.

Last column: Löwdin charge in e.
Positions of all 16 atoms, in Å:
C: -1.396254 -0.969186 0.256670  -0.13
N: -1.843883 0.040115 -0.483754  -0.06
O: -2.733615 0.837373 0.196193  -0.05
O: -0.335951 1.750569 -0.493052  -0.31
H: -2.763737 1.632122 -0.358619  0.10
H: -0.594507 2.345681 0.221954  -0.02
H: -1.872108 -1.162151 1.218709  0.09
H: -1.215618 -1.860151 -0.338591  0.09
H: 0.103710 -0.630859 0.484973  0.11
C: 2.140576 -0.642558 -0.453970  -0.13
N: 1.195792 -0.026152 0.476412  -0.07
H: 1.599602 0.105839 1.397618  0.10
H: 0.594569 0.972009 0.013493  0.04
H: 2.988579 0.017868 -0.645747  0.08
H: 2.509287 -1.606576 -0.092330  0.07
H: 1.623558 -0.803942 -1.399959  0.08

Cartesian forces, eV/Å:
C -2.7 0.5 -1.1
N -0.3 -1.5 1.0
O 0.7 -0.5 -0.1
O 1.5 -0.2 0.6
H 0.1 -0.1 0.0
H 0.2 0.0 0.0
H 0.3 0.3 0.2
H 0.6 0.2 -0.1
H 3.1 1.5 0.3
C -0.1 -0.2 -0.1
N -2.3 -1.1 -0.3
H -0.3 -0.1 0.0
H -1.0 0.9 -0.4
H -0.1 0.0 0.1
H 0.0 0.1 0.0
H 0.1 0.0 0.0

- highest occupied orbital energy (eV) = -8.5915

---

DFT (the ωB97M-V functional and the def2-TZVPD basis) results for a 3-piece molecular cluster, C4H15NO2S overall in a non-equilibrium geometry.

Last column: Löwdin charge in e.
Positions of all 23 atoms, in Å:
C: 0.432083 2.659737 -0.564982  -0.43
S: 0.814542 1.414845 -1.806827  0.80
C: 1.474857 0.022052 -0.926145  -0.57
C: 0.639582 -1.179804 -0.721681  -0.31
C: 0.130921 -1.380822 0.713210  -0.28
N: 1.184073 -1.688331 1.759440  -0.01
H: 1.458815 2.945182 -0.137393  0.05
H: -0.062227 2.308253 0.378456  0.02
H: -0.099932 3.551008 -1.042789  0.06
H: 1.880034 0.388880 0.052576  0.09
H: 2.493899 -0.093652 -1.324279  0.07
H: 1.128995 -2.168637 -0.960736  0.12
H: -0.252376 -1.086267 -1.414796  0.08
H: -0.350654 -0.363271 1.085890  0.12
H: -0.549284 -2.289701 0.648310  0.12
H: 1.722850 -2.545633 1.566425  0.06
H: 1.853500 -0.946428 1.869015  0.04
O: -2.885519 -0.409460 -0.919288  -0.06
H: -3.014271 -1.179581 -1.396264  -0.01
H: -1.839787 -0.450593 -0.998746  0.06
O: -1.865327 0.893059 1.652544  -0.02
H: -2.549881 0.256268 1.609968  0.03
H: -1.744896 1.342896 0.878091  -0.04

Cartesian forces, eV/Å:
C 1.4 0.9 1.6
S -1.1 0.3 -0.9
C 2.9 1.4 1.6
C -1.1 -2.0 -0.5
C 0.1 0.9 1.3
N -0.7 -0.7 -1.1
H -1.5 0.3 -0.8
H -0.2 0.1 -1.2
H 0.8 -1.4 0.7
H -0.9 0.0 -0.2
H -0.5 -0.8 -0.7
H -0.1 1.1 -0.3
H 0.9 -0.4 0.6
H 0.5 -2.6 -0.7
H 0.4 1.4 0.6
H -0.5 0.6 -0.1
H 0.1 0.4 -0.1
O 4.2 1.8 1.0
H -1.3 -2.6 -1.6
H -3.0 0.8 0.6
O 0.9 -0.4 3.9
H -1.1 -0.7 -0.7
H -0.2 1.5 -3.2

- SMILES = CSCCCN.O.O
- highest occupied orbital energy (eV) = -8.6987

---

DFT (the ωB97M-V functional and the def2-TZVPD basis) results for a 2-piece molecular cluster, C2H6O5SSi overall in a non-equilibrium geometry.

Last column: Löwdin charge in e.
Positions of all 15 atoms, in Å:
O: 3.711690 -0.960654 -0.077319  -0.41
S: 2.765666 -0.012973 -0.622646  0.56
O: 2.664455 1.209733 0.117572  -0.39
C: 1.226859 -0.831956 -0.862546  -0.48
Si: -0.360777 0.207823 -0.366186  0.64
H: 3.137791 0.293127 -1.896348  0.05
H: 1.264063 -1.757329 -0.296625  0.05
H: 1.153886 -1.048098 -1.929668  0.03
H: -0.015663 1.624774 -0.610300  -0.07
H: -1.445989 -0.183907 -1.283036  -0.06
H: -0.674983 -0.074151 1.037994  -0.05
C: -3.369175 0.386146 1.711220  -1.03
O: -4.109124 0.821667 2.665141  -0.25
O: -2.993709 1.182905 0.734762  -0.30
O: -2.954990 -0.857106 1.677985  -0.29

Cartesian forces, eV/Å:
O 0.4 -0.4 -0.6
S -0.2 -0.8 1.1
O -0.2 0.6 -0.3
C -0.2 0.7 -0.4
Si -1.7 0.6 1.0
H 0.0 0.0 0.0
H 0.1 -0.1 0.0
H 0.2 -0.1 0.0
H 0.2 0.0 -0.2
H 0.3 -0.3 -0.2
H 0.3 -0.2 0.0
C 0.4 -0.5 -0.3
O 0.0 0.0 -0.1
O 0.4 0.0 -0.1
O -0.1 0.4 0.1

- highest occupied orbital energy (eV) = 1.9210
- total charge = -2

---

> Number 3 is which compound?

C4H15NO2S